The following is a quantum chemistry calculation of a structure of composition C19H28CdN4S2, from the Open Molecules 2025 dataset.

Structure (XYZ):
```
54
Properties=species:S:1:pos:R:3:nbo_charge:R:1
H -2.02897 0.35371 -3.50526 0.250
H 0.46377 -2.02783 3.18910 0.258
N -1.46592 1.94520 0.64788 -0.586
C -2.48776 -1.44215 1.06549 -0.529
C -2.70494 2.45225 0.69941 0.038
H 2.60641 -1.56793 -0.59030 0.264
H -2.26855 5.00202 2.90447 0.259
H -3.48772 -2.78190 -0.28569 0.222
N 1.24253 1.43174 0.33083 -0.252
H -2.48187 -1.63460 -1.86371 0.375
H -0.37538 2.21090 -3.15605 0.259
H 0.58047 -3.09255 -3.44254 0.262
H 0.20071 -3.14589 1.82080 0.222
H 1.02728 -2.33861 -0.25095 0.223
H 0.05260 3.87888 2.94754 0.263
C 4.79789 0.56459 -0.40989 -0.210
C 3.44398 0.84163 -0.62530 -0.226
C 4.48824 0.81491 1.99362 -0.185
C 1.77357 -2.12625 -1.02950 -0.745
S 1.05950 -1.08659 -2.33660 0.167
C -0.27185 -2.38942 2.45711 -0.739
H 4.84213 0.78320 3.02304 0.242
H 2.14870 -3.04101 -1.50269 0.249
C -0.51697 2.48628 1.44345 0.288
H -1.94798 -3.43323 0.33614 0.219
H -1.51094 2.98130 -1.93382 0.260
H -4.00799 4.01745 1.33758 0.257
N 0.77995 2.00986 1.40470 -0.164
N -1.75422 -1.98344 -1.22462 -0.698
Cd -0.61051 0.41011 -1.01092 1.555
C 3.13644 1.08616 1.78776 -0.206
H 2.43266 1.25091 2.60810 0.246
H -1.67433 -3.63737 -2.51125 0.224
H -2.98206 -1.79870 1.97274 0.254
H -0.42906 -3.61676 -1.25655 0.217
H -1.13693 -2.80025 2.98454 0.245
C -2.04278 4.12702 2.30150 -0.126
H 5.45245 0.32437 -1.24124 0.243
S -0.82030 -0.91201 1.56109 0.157
C -2.44919 -2.51729 -0.01153 -0.248
C -1.22219 2.07356 -2.47274 -0.464
C -0.07398 -2.34538 -2.99013 -0.529
C 2.61133 1.11074 0.48908 0.118
C -0.78786 3.54531 2.34117 -0.180
H -3.10853 1.02504 -2.15493 0.244
H -3.44079 1.94124 0.07595 0.201
H 6.39296 0.39589 1.05828 0.246
C -2.12251 1.02503 -2.64371 -0.507
C 5.32656 0.58450 0.89537 -0.145
C -3.01927 3.58235 1.45039 -0.213
H -0.64501 -1.83111 -3.76957 0.232
H 3.00873 0.84028 -1.62725 0.223
C -0.98033 -2.99165 -1.96341 -0.246
H -3.01220 -0.55450 0.68301 0.217
```

Output
HOMO, eV: -14.4
Max |F|, eV/A: 3.5
Electronic energy, eV: -52336.745
Charge: +2